Molecular formula: C53H40N5Ta
Method: DFT, wB97M-V/def2-TZVPD

total energy: -2373.76768 Ha
HOMO (spin up / spin down): -12.47 / -12.41 eV
relative energy (zero: lowest compared OMol25 entry of this formula, charge and spin): 0.0 kcal per mole
charge: +2
LUMO level (spin up / spin down): -7.7 / -7.7 eV

Last column: Mulliken charge in e.
Atoms and positions in Å:
Ta: 17.082 16.091 6.334  2.0279
C: 15.010 23.859 5.696  -0.3761
C: 14.880 23.302 6.981  -0.7673
C: 15.215 21.960 7.205  0.2049
C: 15.695 21.142 6.174  -1.0288
C: 15.871 21.733 4.924  0.3405
C: 15.535 23.074 4.681  -0.8399
C: 16.057 19.693 6.390  0.9326
C: 15.076 18.722 6.190  0.7273
C: 13.732 19.093 5.961  -0.9444
C: 13.035 17.969 5.643  -1.6719
C: 13.923 16.877 5.712  0.0657
N: 15.241 17.335 6.067  -0.0528
C: 13.479 15.552 5.597  0.5126
C: 14.462 14.532 5.585  0.2761
C: 14.149 13.263 6.207  -1.2910
C: 15.286 12.764 6.699  -0.9864
C: 16.445 13.641 6.323  2.6980
C: 18.776 12.943 5.403  -1.6148
C: 19.247 11.451 5.742  0.9607
C: 19.839 10.637 4.709  -0.7822
C: 20.464 9.475 4.988  -0.5719
C: 20.756 9.070 6.338  -0.4790
C: 20.356 9.848 7.363  -1.3018
C: 19.688 11.186 7.224  0.4056
C: 19.512 14.092 5.513  0.5489
N: 19.071 15.456 5.800  -0.4161
C: 20.270 16.118 6.178  0.7037
C: 20.471 17.456 6.589  1.9728
C: 21.848 17.989 6.793  -0.6212
C: 22.196 18.591 8.022  0.0197
C: 23.468 19.112 8.249  -0.7922
C: 24.438 19.103 7.232  -0.5116
C: 24.098 18.543 5.996  -0.7913
C: 22.827 17.965 5.786  -0.0594
C: 19.389 18.367 6.737  0.3896
C: 19.604 19.759 6.869  -1.3033
C: 18.392 20.368 6.814  -1.7444
C: 17.413 19.377 6.608  0.7969
N: 18.033 18.099 6.559  0.0305
C: 21.381 15.215 6.131  -1.2382
C: 20.921 14.007 5.717  -1.0365
N: 15.821 14.714 5.454  -0.6555
C: 12.023 15.230 5.780  -0.4056
C: 11.305 15.658 6.903  -0.0516
C: 10.011 15.178 7.159  -0.8084
C: 9.320 14.405 6.215  -0.4457
C: 10.001 14.085 5.040  -0.7524
C: 11.340 14.435 4.859  0.0533
H: 14.700 24.891 5.480  0.3917
H: 14.478 23.894 7.809  0.4064
H: 15.087 21.577 8.229  0.4067
H: 16.248 21.084 4.127  0.4608
H: 15.660 23.502 3.672  0.3818
H: 13.322 20.104 6.072  0.5126
H: 11.970 17.867 5.377  0.6283
H: 13.154 12.815 6.326  0.5305
H: 15.368 11.839 7.294  0.5523
H: 19.711 11.046 3.701  0.4314
H: 20.740 8.808 4.155  0.3970
H: 21.361 8.156 6.504  0.3931
H: 20.557 9.556 8.410  0.4060
H: 20.328 12.011 7.570  0.6944
H: 21.439 18.620 8.822  0.3522
H: 23.688 19.549 9.242  0.3868
H: 25.425 19.531 7.373  0.4300
H: 24.826 18.543 5.162  0.3752
H: 22.567 17.556 4.795  0.4615
H: 20.598 20.214 6.898  0.5629
H: 18.175 21.434 6.870  0.5498
H: 22.393 15.466 6.442  0.6440
H: 21.478 13.068 5.589  0.5959
H: 11.794 16.275 7.675  0.4196
H: 9.544 15.425 8.123  0.3740
H: 8.283 14.094 6.394  0.4110
H: 9.482 13.560 4.223  0.3865
H: 11.849 14.149 3.932  0.4416
C: 18.355 17.168 9.921  -1.1798
N: 17.558 16.121 9.291  0.6289
C: 16.181 16.214 9.788  -1.0898
C: 18.142 14.790 9.542  -1.7987
C: 17.690 13.882 8.459  1.9096
C: 17.905 12.541 8.619  -2.0865
C: 18.187 11.355 7.701  -0.1705
C: 17.727 11.323 6.237  -0.5603
C: 17.371 12.702 5.595  -1.3727
C: 17.018 14.529 7.424  -0.1033
H: 18.347 17.147 11.023  0.3271
H: 17.966 18.154 9.601  0.2154
H: 19.385 17.064 9.559  0.3558
H: 16.103 16.206 10.889  0.3844
H: 15.567 15.390 9.405  0.3062
H: 15.765 17.156 9.402  0.2876
H: 17.828 14.362 10.507  0.5134
H: 19.225 14.871 9.553  0.3114
H: 18.118 12.266 9.657  0.5331
H: 17.873 10.435 8.204  0.7527
H: 17.145 10.449 5.884  0.5358
H: 16.951 12.467 4.595  0.9910